Density functional theory data (ωB97M-V with the def2-TZVPD basis set) for a cluster of 6 separate species, C34H36F5NOPS in total.

The value obtained for the HOMO energy is -4.19 eV. The calculated total energy comes out at -2686.0806 Eh. The value obtained for the HOMO-LUMO gap is 6.44 eV. The value obtained for the LUMO energy is 2.248 eV.

```
! RIJCOSX wB97M-V def2-TZVPD def2/J DEFGRID3
* xyz -1 1
C 4.68 0.74 0.84
C 5.15 2.04 0.17
O 4.09 2.90 -0.19
C 3.39 3.46 0.90
C 2.13 2.68 1.35
N 1.52 1.96 0.25
P 0.49 0.82 0.64
S 1.02 -1.10 0.49
H 3.66 0.51 0.54
H 5.33 -0.09 0.55
H 4.71 0.82 1.93
H 5.67 1.81 -0.75
H 5.84 2.58 0.84
H 4.07 3.57 1.75
H 3.08 4.46 0.57
H 1.46 3.43 1.78
H 2.45 2.01 2.18
H -0.04 1.04 1.94
H -0.64 0.97 -0.20
F -0.10 0.73 4.93
C 0.12 -0.59 5.15
C 0.29 -1.43 4.08
C 0.51 -2.78 4.34
C 0.55 -3.26 5.64
C 0.37 -2.38 6.71
C 0.16 -1.03 6.46
H 0.25 -1.07 3.06
H 0.65 -3.45 3.50
H 0.72 -4.31 5.83
H 0.40 -2.74 7.72
H 0.02 -0.32 7.27
F -2.72 -2.28 -5.03
C -1.46 -1.96 -4.65
C -1.20 -1.75 -3.31
C 0.10 -1.43 -2.93
C 1.10 -1.32 -3.89
C 0.80 -1.52 -5.23
C -0.49 -1.85 -5.62
H -1.99 -1.83 -2.58
H 0.34 -1.21 -1.90
H 2.10 -1.06 -3.58
H 1.58 -1.41 -5.98
H -0.75 -2.00 -6.66
F 0.89 5.97 -3.13
C 0.79 4.71 -3.62
C 0.24 4.54 -4.88
C 0.14 3.24 -5.38
C 0.57 2.16 -4.63
C 1.12 2.37 -3.36
C 1.23 3.66 -2.85
H -0.10 5.39 -5.44
H -0.28 3.09 -6.36
H 0.49 1.16 -5.01
H 1.45 1.54 -2.76
H 1.65 3.83 -1.87
F 0.46 -5.18 8.12
C -0.38 -6.19 7.83
C -1.73 -5.93 7.72
C -2.59 -6.97 7.42
C -2.09 -8.26 7.23
C -0.73 -8.50 7.35
C 0.14 -7.46 7.65
H -2.09 -4.92 7.86
H -3.65 -6.78 7.31
H -2.77 -9.07 6.99
H -0.34 -9.50 7.21
H 1.20 -7.62 7.74
F -2.52 2.92 -7.08
C -3.48 3.64 -6.46
C -4.26 4.50 -7.21
C -5.24 5.24 -6.56
C -5.41 5.12 -5.18
C -4.61 4.25 -4.46
C -3.63 3.50 -5.10
H -4.10 4.59 -8.28
H -5.86 5.92 -7.12
H -6.17 5.70 -4.68
H -4.73 4.15 -3.39
H -2.99 2.82 -4.56
*
```


Density functional theory data (ωB97M-V with the def2-TZVPD basis set) for a structure of composition C34H36N14O3Zr in a non-equilibrium geometry.

The value obtained for the HOMO energy is -15.97 eV. The calculated total energy comes out at -2355.3447 Eh. The value obtained for the HOMO-LUMO gap is 3.89 eV. The value obtained for the LUMO energy is -12.078 eV.

```
! RIJCOSX wB97M-V def2-TZVPD def2/J DEFGRID3
* xyz 4 1
Zr -10.77 6.95 17.28
N -13.08 7.04 20.10
C -13.32 5.97 19.36
N -14.22 5.08 19.72
C -14.47 4.04 18.92
N -15.53 3.25 19.24
N -13.76 3.81 17.80
C -12.72 4.63 17.63
N -12.50 5.82 18.27
C -11.72 4.18 16.67
C -11.98 3.21 15.68
C -11.00 2.68 14.93
C -9.67 3.12 15.16
C -9.43 4.16 16.05
N -10.48 4.75 16.77
H -13.66 7.25 20.89
H -12.48 7.83 19.87
H -15.83 3.30 20.22
H -15.75 2.48 18.68
H -13.05 3.07 15.48
H -11.17 2.02 14.08
H -8.89 3.01 14.40
H -8.49 4.54 16.30
C -6.36 4.21 13.58
O -7.50 4.85 12.97
C -7.84 4.66 11.63
C -6.93 4.43 10.63
C -7.34 4.26 9.33
C -8.71 4.37 9.01
C -9.59 4.89 9.91
C -9.19 4.93 11.30
N -10.18 4.96 12.33
C -10.80 5.91 13.02
C -10.48 7.31 13.01
C -9.86 8.05 11.98
C -9.57 9.42 12.11
C -9.66 10.08 13.32
C -10.28 9.33 14.38
C -10.61 8.01 14.24
O -10.96 7.31 15.37
H -6.67 3.92 14.59
H -5.60 5.00 13.62
H -5.89 3.31 13.12
H -5.88 4.17 10.87
H -6.61 4.03 8.56
H -9.01 4.27 7.97
H -10.62 5.13 9.53
H -10.27 4.00 12.61
H -11.39 5.54 13.85
H -9.92 7.68 10.96
H -9.16 9.89 11.21
H -9.24 11.04 13.48
H -10.50 9.90 15.27
N -7.03 7.46 17.43
C -7.75 6.95 18.47
N -7.12 6.61 19.61
O -9.04 6.87 18.32
H -6.03 7.35 17.56
H -7.44 7.33 16.53
H -6.09 6.76 19.72
H -7.69 6.19 20.35
C -13.39 9.51 17.01
C -12.38 9.78 18.01
N -11.40 8.96 18.44
C -10.75 9.68 19.47
C -11.28 10.93 19.52
N -12.35 11.00 18.59
C -13.40 11.90 18.98
N -13.96 11.67 20.28
N -13.80 10.41 20.92
N -14.55 10.37 21.97
C -15.11 11.61 22.16
C -16.23 11.87 22.96
C -17.06 12.92 22.58
C -16.65 13.85 21.62
C -15.62 13.57 20.75
C -14.87 12.43 21.03
H -14.14 10.32 16.89
H -14.01 8.60 17.13
H -12.91 9.39 16.07
H -10.09 9.13 20.12
H -10.94 11.80 20.07
H -14.17 11.96 18.24
H -12.99 12.98 19.08
H -16.40 11.20 23.84
H -17.98 13.17 23.14
H -17.13 14.82 21.68
H -15.22 14.24 19.99
*
```


Density functional theory data (ωB97M-V with the def2-TZVPD basis set) for a structure of composition C34H36N3O2ReSe2 in a non-equilibrium geometry.

The value obtained for the HOMO energy (alpha / beta) is -13.86 / -13.86 eV. The calculated total energy comes out at -6512.5861 Eh. The value obtained for the HOMO-LUMO gap (alpha / beta) is 5.74 / 5.74 eV. The value obtained for the LUMO energy (alpha / beta) is -8.124 / -8.124 eV.

```
! RIJCOSX wB97M-V def2-TZVPD def2/J DEFGRID3
* xyz 2 1
Re 0.23 0.37 -0.12
C 1.35 -1.73 -3.35
C 0.13 -0.87 -3.54
C -0.89 -1.30 -4.37
C -1.99 -0.49 -4.63
C -2.06 0.79 -4.11
C -1.07 1.28 -3.27
C -1.08 2.74 -2.91
C 0.00 0.41 -2.93
N 0.95 0.79 -1.97
C 2.30 0.91 -2.27
O 2.76 1.14 -3.36
C 3.10 0.68 -1.06
C 4.47 0.69 -1.01
C 5.09 0.36 0.20
C 4.31 0.04 1.30
C 2.94 0.07 1.17
N 2.36 0.36 0.01
C 1.98 -0.19 2.27
O 2.38 -0.47 3.38
N 0.69 -0.04 1.86
C -0.33 0.01 2.90
C -0.24 1.02 3.88
C 0.95 1.93 4.06
C -1.24 1.11 4.84
C -2.29 0.21 4.89
C -2.30 -0.84 4.00
C -1.32 -0.98 3.01
C -1.34 -2.23 2.17
H 1.12 -2.78 -3.51
H 1.80 -1.62 -2.36
H 2.11 -1.43 -4.07
H -0.82 -2.28 -4.83
H -2.78 -0.86 -5.27
H -2.89 1.44 -4.39
H -2.09 3.13 -2.90
H -0.52 3.29 -3.68
H -0.60 2.94 -1.96
H 5.03 0.95 -1.90
H 6.17 0.35 0.27
H 4.73 -0.21 2.27
H 1.41 2.24 3.13
H 1.73 1.39 4.62
H 0.68 2.81 4.64
H -1.17 1.89 5.60
H -3.05 0.30 5.65
H -3.06 -1.61 4.08
H -2.03 -2.95 2.60
H -0.35 -2.69 2.13
H -1.65 -2.03 1.15
C -3.49 -0.17 0.41
Se -2.20 1.16 -0.18
C -2.27 2.36 1.36
C -1.33 3.52 1.14
Se 0.49 2.97 0.65
C 1.00 4.57 -0.33
H -3.26 -0.48 1.43
H -3.43 -1.01 -0.28
H -4.47 0.30 0.35
H -2.03 1.78 2.24
H -3.30 2.71 1.42
H -1.24 4.12 2.04
H -1.68 4.15 0.33
H 0.41 4.70 -1.23
H 2.06 4.49 -0.58
H 0.85 5.39 0.37
C 0.05 -1.32 -0.50
C 0.01 -2.72 -0.75
C 1.12 -3.47 -0.34
C 1.12 -4.84 -0.55
C 0.03 -5.44 -1.17
C -1.07 -4.68 -1.58
C -1.08 -3.32 -1.38
H 1.96 -2.99 0.14
H 1.96 -5.44 -0.24
H 0.03 -6.51 -1.34
H -1.91 -5.16 -2.06
H -1.93 -2.72 -1.69
*
```


Density functional theory data (ωB97M-V with the def2-TZVPD basis set) for a structure of composition C34H37BCl3MoN9O2 in a non-equilibrium geometry.

The value obtained for the HOMO energy (alpha / beta) is -12.94 / -12.67 eV. The calculated total energy comes out at -3434.2049 Eh. The value obtained for the HOMO-LUMO gap (alpha / beta) is 6.61 / 3.45 eV. The value obtained for the LUMO energy (alpha / beta) is -6.324 / -9.223 eV.

```
! RIJCOSX wB97M-V def2-TZVPD def2/J DEFGRID3
* xyz 2 3
Mo -0.19 -0.31 0.30
C 1.78 0.23 -2.72
C 0.94 1.35 -2.12
C 0.75 2.65 -2.64
C -0.22 3.28 -1.77
C -0.75 4.67 -1.96
N -0.53 2.37 -0.83
N 0.12 1.18 -1.10
B -1.59 2.62 0.41
N -1.09 2.14 1.85
N -0.58 0.85 1.94
C -0.52 0.50 3.24
C 0.00 -0.76 3.86
C -1.19 1.47 3.96
C -1.49 2.53 3.11
C -2.08 3.86 3.37
N -2.71 1.65 -0.15
N -2.38 0.28 0.10
C -3.55 -0.42 0.27
C -3.66 -1.90 0.59
C -4.64 0.51 -0.06
C -4.05 1.79 -0.21
C -4.77 3.07 -0.54
H 1.95 0.56 -3.78
H 2.68 -0.01 -2.24
H 1.14 -0.63 -2.88
H 1.27 3.09 -3.44
H 0.04 5.39 -1.89
H -1.09 4.78 -3.02
H -1.60 4.85 -1.26
H -1.99 3.77 0.39
H -0.17 -1.67 3.25
H 1.04 -0.73 4.14
H -0.54 -1.02 4.76
H -1.33 1.32 5.01
H -1.80 4.35 4.30
H -1.85 4.45 2.45
H -3.19 3.65 3.40
H -4.76 -2.16 0.51
H -3.29 -2.12 1.61
H -3.16 -2.49 -0.13
H -5.69 0.41 0.14
H -5.37 3.41 0.34
H -4.03 3.86 -0.81
H -5.58 2.89 -1.28
C 2.16 3.04 1.27
C 2.91 1.79 1.35
C 4.29 1.76 1.72
C 5.01 0.61 1.77
C 4.42 -0.61 1.52
C 3.05 -0.55 1.26
N 2.30 0.58 1.12
C 2.28 -1.75 1.30
C 2.67 -2.89 1.97
C 1.95 -4.08 1.80
C 0.95 -4.14 0.82
C 0.61 -3.00 0.10
N 1.14 -1.82 0.52
C -0.16 -2.97 -1.14
C -0.36 -4.09 -1.98
C -1.45 -4.12 -2.83
C -2.25 -3.01 -2.86
C -1.88 -1.80 -2.31
C -2.38 -0.51 -2.89
N -0.85 -1.80 -1.35
H 2.79 3.89 1.02
H 1.60 3.31 2.19
H 1.32 2.99 0.59
H 4.80 2.66 2.04
H 6.14 0.69 1.77
H 4.87 -1.56 1.58
H 3.56 -2.78 2.59
H 2.12 -4.93 2.45
H 0.40 -5.05 0.66
H 0.42 -4.83 -1.97
H -1.62 -4.99 -3.46
H -3.14 -2.99 -3.52
H -3.40 -0.35 -2.55
H -2.39 -0.67 -3.94
H -1.70 0.30 -2.68
Cl 5.80 -4.05 -1.14
C 4.72 -3.87 -2.55
Cl 5.40 -2.78 -3.72
Cl 4.49 -5.58 -3.25
C 3.31 -3.32 -2.04
O 3.55 -2.31 -1.39
O 2.30 -3.98 -2.34
*
```


Density functional theory data (ωB97M-V with the def2-TZVPD basis set) for a structure of composition C34H37BrCl5EuN6O3Te in a non-equilibrium geometry.

The value obtained for the HOMO energy (alpha / beta) is -2.73 / -2.74 eV. The calculated total energy comes out at -7725.4731 Eh. The value obtained for the HOMO-LUMO gap (alpha / beta) is 4.52 / 4.53 eV. The value obtained for the LUMO energy (alpha / beta) is 1.791 / 1.795 eV.

```
! RIJCOSX wB97M-V def2-TZVPD def2/J DEFGRID3
* xyz -1 8
Eu 0.26 -0.87 -0.01
N 2.90 -0.32 0.12
C 3.56 -0.20 1.44
C 2.59 -0.36 2.60
N 1.24 0.27 2.55
C 0.46 -0.46 3.52
C -1.02 -0.27 3.41
N -1.53 -0.77 2.13
C 1.24 1.67 2.99
C 2.28 2.54 2.40
N 2.14 2.51 0.94
H 3.45 -0.84 -0.52
H 2.75 0.58 -0.30
H 4.18 0.69 1.45
H 4.27 -1.03 1.54
H 3.10 -0.03 3.51
H 2.41 -1.44 2.70
H 0.73 -0.23 4.56
H 0.66 -1.51 3.36
H -1.26 0.80 3.49
H -1.48 -0.75 4.29
H -2.20 -0.15 1.68
H -2.00 -1.64 2.25
H 1.42 1.77 4.09
H 0.27 2.07 2.76
H 3.30 2.18 2.65
H 2.19 3.53 2.81
H 2.84 3.09 0.53
H 1.20 2.72 0.56
C -2.19 -1.44 -3.29
O -2.03 -0.63 -2.12
C -2.41 0.70 -2.29
C -3.31 1.14 -3.22
C -3.64 2.54 -3.29
Br -4.73 3.10 -4.70
C -3.18 3.38 -2.32
C -2.39 2.93 -1.24
C -1.76 1.62 -1.33
O -1.67 1.00 -0.05
C -2.10 3.77 -0.17
N -1.30 3.49 0.93
C -1.39 4.58 1.77
C -0.85 4.87 3.05
C -1.14 6.11 3.64
C -2.02 7.05 3.05
C -2.55 6.76 1.81
C -2.22 5.59 1.16
N -2.56 5.06 -0.05
H -3.25 -1.54 -3.50
H -1.80 -2.44 -3.14
H -1.69 -0.94 -4.16
H -3.74 0.45 -3.94
H -3.44 4.44 -2.27
H -1.41 1.75 0.60
H -0.18 4.15 3.55
H -0.71 6.39 4.61
H -2.22 8.02 3.50
H -3.16 7.48 1.35
H -3.33 5.45 -0.55
Cl 2.49 -3.96 2.23
C 0.80 -4.43 1.88
C -0.02 -3.55 1.23
C -1.27 -4.08 0.98
Cl -2.43 -3.07 0.12
C -1.71 -5.35 1.38
Cl -3.33 -5.88 1.16
C -0.86 -6.17 2.09
Cl -1.38 -7.68 2.81
C 0.43 -5.72 2.31
Cl 1.53 -6.79 3.10
Te 0.39 1.75 -2.12
C 0.89 -4.77 -2.12
C 1.09 -3.28 -2.50
O 0.67 -2.44 -1.80
C 1.80 -2.90 -3.74
C 1.86 -1.56 -4.11
C 2.60 -1.21 -5.23
C 3.26 -2.21 -5.98
C 3.14 -3.55 -5.61
C 2.37 -3.91 -4.49
H 0.40 -4.81 -1.15
H 1.78 -5.41 -2.12
H 0.15 -5.18 -2.83
H 1.35 -0.80 -3.56
H 2.65 -0.17 -5.57
H 3.81 -1.97 -6.86
H 3.61 -4.29 -6.22
H 2.30 -4.95 -4.18
*
```


What did the second record say?
Density functional theory data (ωB97M-V with the def2-TZVPD basis set) for a structure of composition C34H36N14O3Zr in a non-equilibrium geometry.

The value obtained for the HOMO energy is -15.97 eV. The calculated total energy comes out at -2355.3447 Eh. The value obtained for the HOMO-LUMO gap is 3.89 eV. The value obtained for the LUMO energy is -12.078 eV.

```
! RIJCOSX wB97M-V def2-TZVPD def2/J DEFGRID3
* xyz 4 1
Zr -10.77 6.95 17.28
N -13.08 7.04 20.10
C -13.32 5.97 19.36
N -14.22 5.08 19.72
C -14.47 4.04 18.92
N -15.53 3.25 19.24
N -13.76 3.81 17.80
C -12.72 4.63 17.63
N -12.50 5.82 18.27
C -11.72 4.18 16.67
C -11.98 3.21 15.68
C -11.00 2.68 14.93
C -9.67 3.12 15.16
C -9.43 4.16 16.05
N -10.48 4.75 16.77
H -13.66 7.25 20.89
H -12.48 7.83 19.87
H -15.83 3.30 20.22
H -15.75 2.48 18.68
H -13.05 3.07 15.48
H -11.17 2.02 14.08
H -8.89 3.01 14.40
H -8.49 4.54 16.30
C -6.36 4.21 13.58
O -7.50 4.85 12.97
C -7.84 4.66 11.63
C -6.93 4.43 10.63
C -7.34 4.26 9.33
C -8.71 4.37 9.01
C -9.59 4.89 9.91
C -9.19 4.93 11.30
N -10.18 4.96 12.33
C -10.80 5.91 13.02
C -10.48 7.31 13.01
C -9.86 8.05 11.98
C -9.57 9.42 12.11
C -9.66 10.08 13.32
C -10.28 9.33 14.38
C -10.61 8.01 14.24
O -10.96 7.31 15.37
H -6.67 3.92 14.59
H -5.60 5.00 13.62
H -5.89 3.31 13.12
H -5.88 4.17 10.87
H -6.61 4.03 8.56
H -9.01 4.27 7.97
H -10.62 5.13 9.53
H -10.27 4.00 12.61
H -11.39 5.54 13.85
H -9.92 7.68 10.96
H -9.16 9.89 11.21
H -9.24 11.04 13.48
H -10.50 9.90 15.27
N -7.03 7.46 17.43
C -7.75 6.95 18.47
N -7.12 6.61 19.61
O -9.04 6.87 18.32
H -6.03 7.35 17.56
H -7.44 7.33 16.53
H -6.09 6.76 19.72
H -7.69 6.19 20.35
C -13.39 9.51 17.01
C -12.38 9.78 18.01
N -11.40 8.96 18.44
C -10.75 9.68 19.47
C -11.28 10.93 19.52
N -12.35 11.00 18.59
C -13.40 11.90 18.98
N -13.96 11.67 20.28
N -13.80 10.41 20.92
N -14.55 10.37 21.97
C -15.11 11.61 22.16
C -16.23 11.87 22.96
C -17.06 12.92 22.58
C -16.65 13.85 21.62
C -15.62 13.57 20.75
C -14.87 12.43 21.03
H -14.14 10.32 16.89
H -14.01 8.60 17.13
H -12.91 9.39 16.07
H -10.09 9.13 20.12
H -10.94 11.80 20.07
H -14.17 11.96 18.24
H -12.99 12.98 19.08
H -16.40 11.20 23.84
H -17.98 13.17 23.14
H -17.13 14.82 21.68
H -15.22 14.24 19.99
*
```